22
Properties=species:S:1:pos:R:3:lowdin_charge:R:1 method="wB97M-V/def2-TZVPD" smiles="C=CN(N)O.C=CNC" fmax_ev_per_a=4.76 total_energy_ev=-11907.678 homo_lumo_gap_ev=8.469
C -1.707 -0.661 -1.834 0.011
C -1.232 -0.841 -0.592 -0.176
N 0.185 -1.040 -0.272 -0.339
N 1.024 -0.817 -1.356 0.087
O 0.456 -2.310 0.360 -0.033
H -1.114 -0.239 -2.629 0.044
H -2.759 -0.796 -2.020 0.046
H -1.832 -1.331 0.162 0.114
H 1.987 -0.793 -1.038 0.090
H 0.873 -1.542 -2.058 0.095
H 1.062 -2.046 1.083 0.072
C 1.568 0.238 1.774 -0.058
C 0.249 0.138 1.507 -0.208
N -0.704 1.126 0.778 -0.109
C -0.156 2.156 -0.067 -0.132
H 2.237 0.757 1.106 0.036
H 1.928 -0.066 2.744 0.041
H -0.372 -0.383 2.226 0.108
H -1.686 1.165 1.001 0.105
H -0.813 3.024 -0.101 0.077
H 0.816 2.483 0.311 0.070
H -0.009 1.778 -1.087 0.060